Molecular formula: C22H60O10
Method: DFT, wB97M-V/def2-TZVPD

## Properties
**SMILES string**: CC(C)O.CC(C)O.CC(C)O.CC(C)O.CC(C)O.CC(C)O.OCCO.OCCO
**E**: -1626.45974 hartree

```
! RIJCOSX wB97M-V def2-TZVPD def2/J DEFGRID3
* xyz 0 1
C -3.1434 2.1372 2.2866
C -4.5038 2.9180 2.1891
C -4.7168 3.3931 0.7039
O -5.4939 2.0190 2.5482
H -2.2659 2.5929 1.8279
H -3.0402 1.1694 1.7959
H -2.8503 1.8531 3.2973
H -4.4996 3.7492 2.8941
H -4.9798 2.5146 0.1147
H -3.8908 3.9898 0.3169
H -5.5801 4.0560 0.6455
H -6.2548 2.2435 2.0076
C 2.4996 -0.1088 3.4036
C 1.5603 -1.2151 3.8928
C 2.4057 -2.4158 4.6237
O 0.6977 -0.7807 4.9257
H 2.0872 0.8541 3.7048
H 2.4804 -0.0511 2.3153
H 3.4836 -0.2542 3.8493
H 0.9874 -1.6216 3.0593
H 2.6191 -3.1379 3.8356
H 1.7033 -2.8107 5.3577
H 3.3083 -2.0879 5.1394
H 1.2171 -0.6082 5.7145
C 4.5851 -1.9788 -1.2431
C 4.5319 -2.9083 -0.1240
C 3.0932 -3.3563 0.2840
O 5.3077 -4.0414 -0.4231
H 3.8786 -1.1524 -1.1656
H 4.2227 -2.5100 -2.1232
H 5.5690 -1.5624 -1.4586
H 4.8775 -2.3377 0.7380
H 2.4961 -3.8483 -0.4837
H 2.4946 -2.4875 0.5577
H 3.1247 -4.1350 1.0461
H 4.7579 -4.7665 -0.7290
C -4.1779 -0.6165 -0.6776
C -3.7854 -0.7768 -2.1340
C -2.7261 -1.8392 -2.4418
O -4.9721 -1.0954 -2.8329
H -5.2426 -0.8279 -0.5785
H -4.0217 0.4275 -0.4059
H -3.4830 -1.1426 -0.0230
H -3.4651 0.1712 -2.5664
H -2.4757 -1.7232 -3.4963
H -3.1083 -2.8574 -2.3702
H -1.8347 -1.6980 -1.8307
H -4.8184 -1.1173 -3.7803
C 4.3925 3.9356 -0.4900
C 4.4340 2.6796 -1.2665
C 5.4746 1.6990 -0.6218
O 3.2073 2.0661 -1.3963
H 3.8806 3.7397 0.4522
H 3.8460 4.6612 -1.0925
H 5.4016 4.3450 -0.4418
H 4.7361 2.8777 -2.2949
H 5.0708 0.7277 -0.9076
H 5.5624 1.7420 0.4638
H 6.4319 1.8969 -1.1040
H 2.9812 2.0537 -2.3293
C -0.7615 0.9321 -4.5929
C -1.2521 2.4421 -4.7216
C -0.9210 3.1023 -6.1209
O -2.6525 2.4499 -4.2702
H -1.3266 0.3571 -5.3266
H -0.9459 0.5216 -3.6001
H 0.2992 0.7695 -4.7840
H -0.7178 2.9439 -3.9148
H -0.9982 4.1896 -6.1198
H -1.5194 2.7072 -6.9417
H 0.0884 2.7452 -6.3252
H -3.0340 3.2684 -4.5960
O -0.0671 -1.3863 0.0249
C -0.0169 -0.0621 0.5649
C 0.4025 1.0114 -0.5327
O 0.7460 2.2366 0.0605
H -0.6398 -1.9251 0.5757
H -1.0325 0.2785 0.7664
H 0.6340 -0.0594 1.4392
H -0.3871 1.1497 -1.2713
H 1.2643 0.5580 -1.0224
H 1.6228 2.4953 -0.2327
O -1.7649 -2.9527 1.4560
C -1.5147 -3.4568 2.7303
C -2.5422 -3.0474 3.7879
O -3.7790 -3.7216 3.7749
H -2.3323 -3.5620 0.9782
H -1.5652 -4.5456 2.7181
H -0.5229 -3.0799 2.9800
H -2.7571 -1.9799 3.7392
H -2.0920 -3.1835 4.7712
H -3.9917 -3.8382 2.8461
*
```

=====

Molecular formula: C22H54BrNNbO9P2S
Method: DFT, wB97M-V/def2-TZVPD

## Properties
**E**: -5314.47567 hartree

```
! RIJCOSX wB97M-V def2-TZVPD def2/J DEFGRID3
* xyz -1 1
C 7.3669 -2.2882 -1.0783
C 5.9664 -2.6045 -0.5142
C 4.8696 -1.8913 -1.3288
Nb 2.9307 -1.5170 -0.2546
S 3.2104 -3.7646 0.8140
Br 0.9080 -0.8986 1.2673
C 1.7964 -2.3071 -2.0524
C 0.2464 -2.3427 -2.0535
C -0.3624 -3.6979 -1.6813
C -0.5090 -3.9406 -0.1885
N -1.7383 -3.3118 0.3558
C 3.0066 0.5125 -1.2487
C 2.3829 1.5815 -0.3639
C 1.0700 2.1009 -0.7913
O 2.2818 2.8830 -0.9250
H 7.4303 -1.2614 -1.4408
H 8.1521 -2.4114 -0.3272
H 7.6066 -2.9635 -1.9021
H 5.8533 -3.6855 -0.6066
H 5.9178 -2.3512 0.5414
H 5.2656 -0.9126 -1.5903
H 4.6164 -2.5065 -2.1969
H 4.0345 -0.8128 1.0606
H 3.3159 -4.5389 -0.2749
H 2.1066 -1.6991 -2.9107
H 2.1412 -3.3204 -2.2968
H -0.2407 -1.5232 -1.5228
H -0.0557 -2.2050 -3.1014
H -1.3583 -3.7606 -2.1291
H 0.2309 -4.5069 -2.1172
H -0.5978 -5.0256 -0.0387
H 0.3524 -3.6402 0.4014
H -1.5461 -2.9797 1.2947
H -2.4198 -4.0481 0.5038
H 4.0282 0.8536 -1.4208
H 2.4099 0.5184 -2.1623
H 2.5457 1.4978 0.7048
H 0.3971 2.5375 -0.0673
H 0.7418 1.7306 -1.7536
O -5.0095 -4.4114 2.3425
P -5.3497 -4.4686 3.7894
O -4.2364 -5.6175 4.2190
C -2.8452 -5.2972 4.1956
C -2.4411 -4.3371 5.2990
O -6.7118 -5.3528 3.7696
C -7.5198 -5.4755 2.5984
C -7.2009 -6.7588 1.8632
O -5.5057 -4.0399 5.3288
C -6.6252 -4.2921 6.1909
C -6.5074 -5.6623 6.8158
H -2.5801 -4.8886 3.2160
H -2.3165 -6.2431 4.3121
H -2.8921 -3.3528 5.1522
H -1.3581 -4.2126 5.3144
H -2.7731 -4.7056 6.2703
H -7.4057 -4.6092 1.9487
H -8.5577 -5.4891 2.9403
H -6.1400 -6.8114 1.6211
H -7.7749 -6.8270 0.9381
H -7.4374 -7.6227 2.4864
H -7.5707 -4.1536 5.6715
H -6.5819 -3.5279 6.9688
H -6.4371 -6.4416 6.0598
H -7.3773 -5.8567 7.4451
H -5.6084 -5.7233 7.4297
O 0.1058 6.9590 -2.0520
P 1.2845 7.3189 -2.8446
O 2.5794 7.5194 -1.9391
C 3.0870 6.4111 -1.1624
C 3.7216 5.3417 -2.0226
O 1.0474 8.8608 -3.2998
C -0.1667 9.5501 -3.0255
C -0.0328 10.4015 -1.7809
O 1.8964 6.8043 -4.2021
C 1.9399 7.5042 -5.4522
C 3.1476 8.4088 -5.5234
H 2.2818 5.9894 -0.5578
H 3.8237 6.8374 -0.4829
H 2.9772 4.8461 -2.6456
H 4.1887 4.5831 -1.3989
H 4.4712 5.7779 -2.6867
H -1.0014 8.8555 -2.9406
H -0.3621 10.1873 -3.8926
H 0.2790 9.7942 -0.9312
H -0.9806 10.8843 -1.5372
H 0.7252 11.1728 -1.9269
H 1.0105 8.0389 -5.6384
H 2.0155 6.7325 -6.2191
H 3.1583 9.1237 -4.7030
H 3.1480 8.9550 -6.4680
H 4.0643 7.8216 -5.4570
*
```

=====

Molecular formula: C22H15Br2N5O5RuS2
Method: DFT, wB97M-V/def2-TZVPD

## Properties
**E**: -7536.74200 hartree
**⟨S²⟩**: 0.990

```
! RIJCOSX wB97M-V def2-TZVPD def2/J DEFGRID3
* xyz -1 2
Ru -0.4408 -0.3148 0.1924
S 1.8647 -0.3171 0.2499
C 1.8900 -1.2216 1.7905
N 2.9757 -1.8340 2.2127
N 4.0275 -1.8557 1.4272
C 5.2272 -2.3631 1.8607
C 6.3741 -2.2258 1.0713
C 7.5887 -2.7002 1.5274
C 7.6868 -3.3187 2.7658
C 6.5460 -3.4771 3.5418
C 5.3259 -3.0088 3.1012
N 0.8427 -1.2278 2.5850
N -0.2736 -0.6788 2.1980
C -1.1853 -0.4840 3.2188
C -2.5056 -0.1137 2.9397
C -3.4210 0.0388 3.9611
C -3.0522 -0.1733 5.2818
C -1.7380 -0.5151 5.5734
C -0.8135 -0.6661 4.5645
H 3.9384 -1.4638 0.4872
H 6.3077 -1.7242 0.1153
H 8.4741 -2.5802 0.9175
H 8.6439 -3.6701 3.1256
H 6.6118 -3.9662 4.5038
H 4.4307 -3.1147 3.6924
H -2.8066 0.0218 1.9139
H -4.4402 0.3118 3.7237
H -3.7808 -0.0834 6.0756
H -1.4352 -0.6710 6.6006
H 0.2102 -0.9322 4.7720
Br -0.7699 4.6490 1.2375
C -2.0731 3.5257 0.4727
C -3.3066 4.0180 0.0956
C -4.2280 3.1742 -0.5095
Br -5.8861 3.9179 -1.0442
C -3.9752 1.8011 -0.7265
C -4.8064 0.8949 -1.3948
C -4.3829 -0.4355 -1.5171
C -3.2072 -0.8555 -0.9460
N -2.4047 -0.0083 -0.2750
C -2.7339 1.3132 -0.2422
C -1.7406 2.1648 0.2944
O -0.5665 1.6801 0.5723
H -3.5529 5.0588 0.2456
H -5.7312 1.2195 -1.8441
H -4.9933 -1.1400 -2.0611
H -2.8634 -1.8804 -0.9945
O 1.5025 -2.0843 -1.7294
S 0.0550 -1.9304 -1.7520
O -0.3195 -0.4723 -1.8869
O -0.4584 -2.2452 -0.3287
O -0.5972 -2.7556 -2.7274
*
```

=====

Molecular formula: C34H79N9O30
Method: DFT, wB97M-V/def2-TZVPD

## Properties
**E**: -4091.57787 hartree

```
! RIJCOSX wB97M-V def2-TZVPD def2/J DEFGRID3
* xyz 2 1
C 8.2291 8.6457 -5.2387
C 6.8848 8.2584 -5.6874
O 6.5538 8.0702 -6.8534
N 5.9084 8.0316 -4.5463
H 6.4275 8.0058 -3.6803
H 5.5165 8.9563 -4.4386
C 5.0122 6.7482 -4.6523
H 8.7596 8.7656 -6.1833
H 8.8711 7.8701 -4.8210
H 8.2970 9.6364 -4.7892
H 4.2015 7.1924 -5.2298
H 4.6438 6.3999 -3.6874
H 5.4142 5.8584 -5.1369
C 12.3354 18.0696 -15.2693
C 11.2348 19.1724 -15.3451
O 11.3574 20.2601 -14.8007
N 9.9698 18.8516 -16.0970
H 9.8157 19.2193 -17.0250
H 9.9712 17.8424 -16.1364
C 8.7971 19.2129 -15.1650
H 11.9739 17.4170 -14.4746
H 13.2706 18.4700 -14.8778
H 12.4143 17.2984 -16.0356
H 7.9488 19.2048 -15.8493
H 8.8782 20.2226 -14.7626
H 8.7657 18.4149 -14.4232
C 4.5687 11.3018 -11.3185
C 3.9583 12.5764 -11.8536
O 3.1043 12.6183 -12.7275
N 4.4943 13.8426 -11.2484
H 3.9428 13.9984 -10.4167
H 5.4335 13.8123 -10.8782
C 4.3036 15.1693 -12.0116
H 4.1993 10.3728 -11.7528
H 4.5485 11.3243 -10.2289
H 5.5953 11.1696 -11.6603
H 4.6154 15.9468 -11.3142
H 3.2535 15.3343 -12.2525
H 4.9726 15.3296 -12.8571
C 2.3128 13.7618 -17.6673
C 3.7690 13.9946 -17.4155
O 4.2272 15.0404 -17.0432
N 4.7601 12.8483 -17.7495
H 5.3482 12.6369 -16.9561
H 4.2640 11.9731 -17.8393
C 5.5756 13.3132 -19.0444
H 1.9016 12.7691 -17.8504
H 1.9649 14.2734 -18.5647
H 1.6434 14.1148 -16.8828
H 6.3529 12.5491 -19.0331
H 5.9683 14.3095 -18.8412
H 4.7669 13.3145 -19.7752
C 10.1198 18.8568 -10.1666
C 10.6275 19.7266 -8.9935
O 11.5512 19.3650 -8.2600
N 9.8853 21.0680 -8.7775
H 9.1927 21.2484 -9.4902
H 9.3875 20.9773 -7.9034
C 10.9876 22.1722 -8.6024
H 9.0364 18.9206 -10.2686
H 10.5031 17.8374 -10.1225
H 10.6750 19.3419 -10.9694
H 11.5069 21.8980 -7.6842
H 10.5015 23.1305 -8.4195
H 11.7208 22.2168 -9.4078
C -1.6130 10.7370 -10.0399
C -0.8892 10.5165 -8.7124
O 0.2884 10.7215 -8.6212
N -1.7455 10.0294 -7.5382
H -2.6383 10.5018 -7.5345
H -1.8743 9.0321 -7.6317
C -1.2113 10.3970 -6.1799
H -0.9293 11.1665 -10.7722
H -2.3026 11.5688 -9.8962
H -1.9898 9.8173 -10.4873
H -0.1821 10.0400 -6.1431
H -1.8590 9.7706 -5.5666
H -1.2840 11.4471 -5.8966
C 2.3440 20.4539 -3.5100
C 1.9148 19.3566 -4.4937
O 0.7620 19.1157 -4.7535
N 2.9744 18.5828 -5.2417
H 3.7078 18.2896 -4.6123
H 2.6293 17.7637 -5.7215
C 3.6492 19.4002 -6.3423
H 3.3456 20.8555 -3.6639
H 2.4077 19.9598 -2.5405
H 1.7056 21.3371 -3.5323
H 2.8103 19.8664 -6.8590
H 4.2450 18.7579 -6.9910
H 4.2750 20.0644 -5.7463
C 10.0476 6.6371 -15.7146
C 10.7402 7.1681 -14.4997
O 11.9664 7.2527 -14.4038
N 9.8864 7.2780 -13.2546
H 8.9318 7.1246 -13.5469
H 9.9557 6.4289 -12.7121
C 10.1625 8.5373 -12.3844
H 9.4477 7.4470 -16.1296
H 9.3800 5.8387 -15.3907
H 10.7768 6.3953 -16.4879
H 9.2192 8.5469 -11.8384
H 10.1765 9.5167 -12.8626
H 11.0360 8.3463 -11.7610
C 1.9929 1.2283 -11.3680
C 3.2827 1.8638 -11.6351
O 4.3010 1.1569 -11.5510
N 3.4720 3.3756 -11.7989
H 4.0505 3.7113 -12.5557
H 2.6051 3.8537 -11.9990
C 3.9910 3.9864 -10.4907
H 1.9928 0.1831 -11.0588
H 1.4481 1.2613 -12.3115
H 1.4840 1.8434 -10.6259
H 4.9735 3.5873 -10.2386
H 3.1896 3.8656 -9.7619
H 4.0482 5.0454 -10.7424
O 3.8976 20.7270 -12.3811
C 4.6159 21.3753 -11.5156
O 4.1246 22.3442 -10.9508
O 5.8125 21.1198 -11.4423
H 3.0723 21.1380 -12.1137
O 8.9083 13.0170 -7.3373
C 9.3798 13.0250 -8.5973
O 8.4797 13.2629 -9.4336
O 10.5845 12.9452 -8.8920
H 8.0027 13.2896 -7.5020
O 4.9292 8.6298 -15.8595
C 4.8319 7.3446 -15.5348
O 4.0997 6.5681 -16.1898
O 5.4601 6.9059 -14.5818
H 4.3352 8.5417 -16.6084
O 9.4490 14.6862 -13.7176
C 9.0907 14.1219 -14.8578
O 8.5364 13.0577 -14.8706
O 9.4625 14.6598 -15.8600
H 9.1757 13.8510 -13.3311
O 4.7353 12.4254 -4.3161
C 4.3064 13.4999 -4.9739
O 5.0097 13.9723 -5.8923
O 3.1007 13.8541 -4.7396
H 3.8354 12.2433 -4.0358
O -0.3853 14.9981 -7.6040
C 0.0996 15.4845 -8.6878
O -0.6348 15.5625 -9.6784
O 1.3291 15.8496 -8.6357
H 0.4657 14.8858 -7.1742
O -0.6798 18.4319 -13.1207
C -0.5780 19.6942 -12.7527
O -0.7353 19.9865 -11.6105
O -0.3060 20.5870 -13.5981
H -0.8636 18.1894 -12.2102
*
```

=====

Molecular formula: C25H30BrClINO2TeV
Method: DFT, wB97M-V/def2-TZVPD

## Properties
**E**: -5719.86680 hartree
**⟨S²⟩**: 3.763

```
! RIJCOSX wB97M-V def2-TZVPD def2/J DEFGRID3
* xyz 0 4
V 1.1990 -0.8998 -1.4144
C -1.1297 1.4691 5.4222
C -1.4593 2.4195 4.2657
C -0.5641 3.6616 4.3527
C -2.9121 2.8640 4.4154
C -1.2062 1.7122 2.9326
C 0.0706 1.2305 2.6352
C 0.2686 0.5947 1.4373
Br 2.0169 -0.0607 1.0239
C -0.7216 0.3846 0.4646
O -0.4105 -0.2716 -0.6668
C -1.9998 0.8716 0.7426
C -2.1898 1.5134 1.9776
C -3.2385 0.7675 -0.1741
C -3.7988 2.1783 -0.4138
C -4.3061 -0.0729 0.5412
C -3.0028 0.1398 -1.5526
H -1.3040 1.9646 6.3808
H -0.0865 1.1454 5.4009
H -1.7562 0.5752 5.3805
H -0.7221 4.1826 5.3008
H -0.7873 4.3560 3.5396
H 0.4955 3.4053 4.2888
H -3.0352 3.3561 5.3827
H -3.6066 2.0211 4.3815
H -3.2066 3.5764 3.6410
H 0.8938 1.3524 3.3282
H -3.1855 1.8795 2.1911
H -4.1083 2.6716 0.5095
H -4.6742 2.1214 -1.0662
H -3.0547 2.8140 -0.8995
H -4.6019 0.3635 1.4976
H -3.9396 -1.0840 0.7339
H -5.2018 -0.1492 -0.0816
H -2.2601 0.6857 -2.1324
H -3.9564 0.1712 -2.0896
H -2.6716 -0.8939 -1.4891
Cl 7.4608 -3.8282 -1.6866
C 6.1107 -2.7416 -1.8944
C 6.2954 -1.5330 -2.4838
C 5.2269 -0.6199 -2.6623
I 5.5849 1.1814 -3.5850
C 3.9476 -0.9157 -2.2354
O 2.9084 -0.1454 -2.3375
C 3.7717 -2.2224 -1.6333
N 2.4803 -2.5170 -1.2433
C 2.2380 -3.6782 -0.6903
C 3.2414 -4.6475 -0.4741
C 4.5172 -4.3727 -0.8464
C 4.8229 -3.1300 -1.4492
H 7.2869 -1.2630 -2.8224
H 1.2134 -3.8665 -0.3928
H 2.9815 -5.5893 -0.0111
H 5.3111 -5.0911 -0.6886
C -0.8136 -2.2860 -4.8584
Te 0.9616 -1.4529 -4.0884
C 0.5253 0.5109 -4.7203
H -1.6726 -1.7540 -4.4553
H -0.8529 -3.3298 -4.5535
H -0.7886 -2.2217 -5.9431
H 0.6477 0.5860 -5.7967
H 1.2381 1.1584 -4.2151
H -0.4907 0.7523 -4.4203
*
```